No. 1
Entry from OMol25: a molecular structure, C56H76BHfN9O5SSe (ωB97M-V/def2-TZVPD).

```
! wB97M-V def2-TZVPD RIJCOSX def2/J DEFGRID3
* xyz 0 1
Hf -0.27 -0.17 -0.27
C 1.43 5.69 -4.98
C 2.60 5.20 -4.11
C 3.30 6.41 -3.47
C 3.61 4.47 -5.00
C 2.03 4.27 -3.03
C 2.25 2.90 -3.01
C 1.64 2.13 -2.04
Se 1.98 0.24 -1.95
C 1.06 -0.31 -3.53
C 1.68 -0.24 -4.77
C 1.01 -0.66 -5.90
C -0.28 -1.18 -5.71
C -0.93 -1.28 -4.49
C -0.23 -0.80 -3.36
O -0.77 -0.79 -2.14
C -2.33 -1.90 -4.38
C -3.33 -0.86 -3.87
C -2.84 -2.41 -5.73
C -2.31 -3.09 -3.42
C 1.60 -0.58 -7.31
C 3.00 0.02 -7.31
C 0.69 0.30 -8.19
C 1.68 -1.99 -7.91
C 0.82 2.65 -1.04
O 0.23 1.80 -0.18
C 0.62 4.04 -1.01
C 1.24 4.79 -2.01
C -0.16 4.82 0.07
C -1.03 5.91 -0.60
C 0.87 5.53 0.96
C -1.08 3.96 0.95
H 1.80 6.36 -5.77
H 0.69 6.23 -4.39
H 0.93 4.84 -5.46
H 3.77 7.02 -4.24
H 4.07 6.08 -2.77
H 2.60 7.05 -2.93
H 4.02 5.18 -5.73
H 3.14 3.65 -5.56
H 4.44 4.06 -4.41
H 2.88 2.42 -3.75
H 2.70 0.14 -4.83
H -0.80 -1.53 -6.59
H -3.43 -0.04 -4.58
H -3.03 -0.47 -2.90
H -4.32 -1.33 -3.75
H -2.95 -1.60 -6.46
H -3.83 -2.85 -5.58
H -2.19 -3.18 -6.16
H -2.00 -2.79 -2.42
H -1.62 -3.87 -3.78
H -3.31 -3.53 -3.35
H 3.00 1.04 -6.90
H 3.38 0.07 -8.33
H 3.70 -0.58 -6.72
H 0.61 1.30 -7.77
H -0.31 -0.12 -8.27
H 1.11 0.38 -9.20
H 2.32 -2.64 -7.30
H 2.09 -1.95 -8.92
H 0.69 -2.46 -7.97
H 1.07 5.86 -2.00
H -0.45 6.80 -0.85
H -1.82 6.22 0.10
H -1.51 5.56 -1.51
H 1.55 6.14 0.36
H 1.46 4.81 1.53
H 0.36 6.18 1.68
H -1.82 3.41 0.36
H -1.61 4.62 1.64
H -0.52 3.22 1.53
C -1.55 2.22 -3.04
C -2.99 2.28 -2.50
C -3.47 3.74 -2.40
C -3.28 1.56 -1.19
C -4.54 1.63 -0.58
C -4.47 0.79 0.50
N -3.25 0.24 0.53
N -2.50 0.71 -0.51
B -2.79 -0.74 1.64
N -2.27 -2.09 1.06
C -2.70 -3.28 1.47
C -1.99 -4.25 0.80
C -1.10 -3.56 -0.02
N -1.25 -2.24 0.16
C -0.19 -4.26 -1.02
C 0.88 -3.40 -1.72
C 0.43 -5.52 -0.39
N -1.71 -0.09 2.52
C -1.72 0.07 3.85
C -0.47 0.50 4.24
C 0.28 0.58 3.06
N -0.48 0.22 2.03
C 1.70 1.03 2.89
C 2.68 0.22 3.74
C 1.80 2.51 3.27
H -1.08 3.21 -3.02
H -0.92 1.56 -2.46
H -1.53 1.85 -4.06
H -3.63 1.79 -3.22
H -2.91 4.28 -1.63
H -3.30 4.24 -3.36
H -4.53 3.81 -2.17
H -5.39 2.22 -0.89
H -5.20 0.53 1.26
H -3.75 -0.99 2.32
H -3.49 -3.35 2.20
H -2.10 -5.32 0.89
H -0.89 -4.61 -1.78
H 0.95 -2.39 -1.33
H 1.86 -3.86 -1.62
H 0.67 -3.30 -2.79
H 0.91 -5.31 0.57
H -0.32 -6.30 -0.21
H 1.18 -5.94 -1.07
H -2.62 -0.14 4.42
H -0.14 0.73 5.24
H 1.96 0.93 1.84
H 2.53 0.41 4.80
H 2.58 -0.85 3.59
H 3.71 0.51 3.50
H 1.54 2.66 4.32
H 2.82 2.88 3.12
H 1.12 3.11 2.67
O 0.73 -4.90 3.10
S 1.55 -3.73 3.19
O 1.96 -3.25 4.48
N 0.88 -2.50 2.34
C 1.65 -2.12 1.36
O 1.39 -1.14 0.56
C 2.90 -2.91 1.19
C 3.88 -2.79 0.22
C 4.93 -3.71 0.24
C 4.98 -4.71 1.21
C 3.99 -4.82 2.18
C 2.97 -3.90 2.15
H 3.82 -2.02 -0.53
H 5.71 -3.65 -0.50
H 5.80 -5.42 1.20
H 4.03 -5.60 2.94
N 3.66 3.04 0.37
C 4.67 3.45 1.17
C 5.37 2.32 1.53
C 4.68 1.26 0.88
N 3.65 1.71 0.18
H 2.94 3.60 -0.06
H 4.82 4.49 1.42
H 6.24 2.26 2.16
H 4.90 0.20 0.90
*
```

Computed properties:
E_HOMO	-8.10	eV
Kohn-Sham gap	8.32	eV
molar mass	1255.61	u

Mulliken atomic charge list, values in e, 8 entries: atom 1 (Hf): -0.05, atom 2 (C): -1.58, atom 3 (C): 1.94, atom 4 (C): -1.74, atom 5 (C): -2.15, atom 6 (C): -0.19, atom 7 (C): -1.83, atom 8 (C): 1.74

No. 2
Entry from OMol25: 11 unconnected molecules or ions with the total composition C4H30N2O12 (ωB97M-V/def2-TZVPD).

```
! wB97M-V def2-TZVPD RIJCOSX def2/J DEFGRID3
* xyz 0 1
N 0.23 1.32 -0.60
C -0.48 0.45 -1.57
C -2.09 0.70 -1.55
O -2.49 0.74 -0.26
C -0.43 -1.01 -1.22
N 0.66 -1.47 -0.38
C 0.52 -2.51 0.62
O -0.36 -3.26 0.43
H -0.19 1.27 0.30
H 0.07 2.21 -0.93
H 0.01 0.59 -2.53
H -2.37 1.65 -2.00
H -2.62 0.04 -2.19
H -2.47 -0.13 0.19
H -1.46 -1.43 -0.85
H -0.44 -1.63 -2.07
H 1.55 -0.88 -0.30
H 1.32 -2.57 1.44
O -2.42 -1.64 0.99
H -3.20 -1.94 1.37
H -1.80 -2.40 0.73
O 3.40 2.67 0.85
H 2.85 2.05 0.35
H 4.28 2.65 0.42
O 2.04 -1.11 -3.86
H 2.55 -0.32 -3.72
H 2.64 -1.82 -3.32
O -0.39 -0.21 -4.74
H -0.68 0.66 -4.91
H 0.40 -0.45 -4.35
O 1.32 2.19 3.48
H 1.43 2.97 2.82
H 0.52 1.72 3.05
O 1.57 -0.62 3.06
H 1.79 -0.69 4.03
H 1.95 0.27 2.88
O -3.41 3.04 0.91
H -2.85 2.18 0.87
H -4.33 2.77 0.59
O -1.10 -0.35 2.94
H -0.25 -0.55 2.86
H -1.76 -0.99 2.61
O -0.90 2.26 2.22
H -1.52 2.98 2.30
H -1.33 1.48 2.67
O 3.63 -2.46 -2.23
H 2.93 -2.51 -1.64
H 4.39 -2.00 -1.73
*
```

Computed properties:
E_HOMO	-9.37	eV
Kohn-Sham gap	9.13	eV
molar mass	298.29	u
ΔE to the lowest compared entry with this formula, charge and spin	474.70	kJ/mol
SMILES string	N[C@H](CO)CNC=O.O.O.O.O.O.O.O.O.O.O

Mulliken atomic charge list, values in e, 8 entries: atom 1 (N): -0.47, atom 2 (C): 0.37, atom 3 (C): -1.07, atom 4 (O): -0.49, atom 5 (C): -0.96, atom 6 (N): 0.21, atom 7 (C): -0.08, atom 8 (O): -0.65

E_LUMO values, unit eV, following the record order: 0.215, -0.237.